# 1
{
  "formula": "C26H35N3O4",
  "method": "the ωB97M-V functional and the def2-TZVPD basis",
  "total_energy_ha": -1476.92852,
  "smiles": "CCCCOc1ccc(C(=O)N/N=C/c2ccc(OCCN3CCCCC3)c(OC)c2)cc1",
  "multiplicity": 1,
  "relative_energy_ev": 1.727,
  "symbols": ["C", "C", "C", "N", "O", "O", "C", "H", "N", "H", "H", "H", "H", "O", "H", "H", "H", "H", "H", "C", "C", "C", "H", "H", "H", "H", "N", "H", "H", "H", "H", "C", "H", "C", "C", "H", "C", "H", "H", "H", "C", "C", "H", "C", "C", "H", "H", "C", "C", "C", "C", "H", "C", "C", "H", "H", "H", "H", "C", "H", "C", "H", "C", "C", "O", "H", "H", "C"],
  "coordinates": [[-0.13091, 0.67000, 2.28955], [-2.17880, -1.27456, -2.48771], [3.44741, 3.86558, 0.57404], [-3.17617, 0.26202, -0.88066], [4.26523, -4.77616, -0.29314], [-4.18519, -0.42970, 1.82691], [-2.17638, 1.27169, -1.16696], [-4.60290, 1.82079, -0.62840], [2.06444, -4.45215, 0.00423], [-0.50222, -0.00461, -0.76779], [-1.85039, -1.91979, -1.67120], [0.62550, 3.98105, 0.07721], [-0.15878, -0.77825, -3.07870], [4.01071, 1.55742, 0.53471], [5.52002, -0.23202, 1.47629], [0.34113, -0.00063, 3.01377], [-2.01854, 1.86809, -0.26538], [-2.52006, 1.95398, -1.96966], [1.05235, 4.81684, 1.57265], [-3.14897, -1.25523, 1.49698], [-1.78340, -0.91131, 1.61742], [4.71511, -0.64457, 0.88898], [-3.82504, 0.06761, -2.89163], [2.95692, 5.93538, 0.36369], [2.06514, 2.21549, 0.34167], [-0.42227, -5.10086, 0.26744], [1.06185, -3.64639, 0.36256], [-2.80963, -4.48150, 0.49778], [2.59131, 4.96925, -1.06393], [3.11631, 2.50333, -1.07390], [1.91523, -5.45903, -0.10808], [1.10386, 4.86695, 0.48736], [5.27100, -2.68592, 1.18955], [3.07896, 2.49153, 0.02483], [-0.86395, 0.61761, -1.58713], [0.44047, 0.64654, 1.35608], [2.55388, 4.97810, 0.02768], [-0.12615, 1.39540, -1.79965], [-4.21434, -1.28101, -1.79249], [-5.20980, 0.15794, -0.47011], [3.35426, -3.99376, -0.11820], [-2.51978, -3.48699, 0.80266], [0.53924, 5.73616, 0.15847], [-1.08367, -0.26477, -2.80930], [-4.36151, 0.81192, -0.25353], [0.22642, -1.62263, 1.33194], [-4.53168, -2.79946, 1.06520], [-3.44745, -0.54725, -2.05242], [4.57207, -2.00430, 0.72939], [-0.13572, -4.06242, 0.47062], [-4.19764, 0.87155, 1.27131], [4.48674, 4.06736, 0.30978], [-0.82629, -1.84568, 1.27510], [2.63607, -1.64410, -0.63778], [-1.38850, 0.35103, -3.65956], [-2.39688, -1.89596, -3.35794], [3.38125, 3.83543, 1.66291], [-3.29495, 1.42342, 1.54286], [2.78515, -0.27717, -0.49742], [2.09939, 0.37559, -1.01360], [-1.17595, -3.13362, 0.85311], [-5.06788, 1.35764, 1.71926], [3.50946, -2.52285, -0.00899], [-3.48338, -2.54899, 1.11431], [-1.48263, 0.33983, 2.08308], [-0.13501, 1.68466, 2.68655], [1.83572, -2.02146, -1.25446], [3.81023, 0.23789, 0.29182]]
}

***

# 2
{
  "formula": "C26H35N5O21",
  "method": "the ωB97M-V functional and the def2-TZVPD basis",
  "total_energy_ha": -2864.46887,
  "multiplicity": 1,
  "symbols": ["O", "C", "H", "O", "C", "C", "O", "H", "H", "H", "H", "H", "C", "C", "H", "O", "C", "C", "H", "O", "C", "O", "N", "C", "O", "O", "C", "H", "O", "O", "H", "C", "C", "C", "H", "H", "H", "H", "C", "H", "H", "C", "H", "H", "O", "C", "O", "C", "C", "N", "O", "O", "C", "O", "H", "C", "C", "H", "H", "O", "H", "N", "H", "O", "H", "H", "H", "C", "H", "O", "H", "H", "O", "O", "H", "N", "O", "H", "N", "H", "C", "H", "C", "C", "H", "C", "H"],
  "coordinates": [[-0.12974, -1.37090, -2.45627], [-3.22187, -2.41825, 3.62452], [2.19957, 0.12895, -2.02390], [-2.02522, 3.89749, 0.35972], [0.89352, -0.25589, 2.04292], [0.73042, 5.56301, -2.76004], [-1.70903, 5.27440, -2.99167], [-2.98425, -2.99712, 0.45358], [0.28497, -1.94536, 5.97709], [2.14255, 0.96491, -5.49670], [-0.79259, 0.22190, 3.44226], [0.71794, 2.34141, -0.51596], [1.88914, 4.00589, -1.11266], [0.11466, -0.34968, 3.31348], [0.77442, 6.45844, -3.36226], [-3.33888, -2.13618, 2.24592], [-2.72372, 1.59284, 0.38121], [-3.06113, 0.50256, 1.17054], [-0.56470, -2.11233, -0.44463], [2.90827, 3.67601, -0.57846], [-0.47095, 0.43111, -1.04010], [0.61342, 0.58265, 1.15665], [0.21587, -0.76397, -1.47371], [2.16613, -1.17169, 1.90673], [2.91830, -0.94612, 0.82662], [1.07353, -1.22091, -0.75277], [-0.55181, 3.67228, -1.67323], [3.52702, -0.49794, -1.16675], [-0.15980, -1.32367, 5.39633], [3.07163, 5.83955, -2.31307], [-0.57086, -3.43523, -3.16921], [0.51764, -1.22331, 4.22042], [-0.60594, 4.83379, -2.57756], [3.22112, 0.37890, -1.73742], [-2.92220, -4.01309, 1.72060], [-0.88105, 1.07796, -1.81566], [-2.45796, 1.77836, 4.25085], [0.37391, -4.33140, 1.23462], [1.72697, -2.10510, 4.04872], [-3.54138, -3.44757, 3.78742], [0.14401, 0.92143, -0.28545], [2.55776, -1.93655, 2.86349], [3.74957, 5.24923, -1.97615], [3.82162, 0.73204, -2.57576], [2.36219, 1.53789, 0.03525], [1.66563, -0.01287, -5.56455], [-3.67981, -0.38970, 3.34106], [0.61236, 3.29406, -1.01366], [-2.52959, -3.03472, 1.44351], [-0.61522, -4.44041, 1.06190], [-3.08232, -0.74868, 0.67875], [-1.67490, 2.97304, -1.52871], [1.88088, 5.12026, -2.14933], [1.00239, 0.72157, -3.41734], [2.87211, -0.01216, 0.60941], [-2.26559, 2.79077, 2.46809], [-3.22243, 0.47478, 2.64841], [-3.88287, -1.77398, 4.20425], [0.81303, -4.24449, -3.88555], [4.04064, 2.49901, -1.08001], [-2.29111, -2.16085, 4.13000], [0.89801, -0.11939, -4.29761], [-0.61700, -4.32634, 0.05836], [2.28163, -3.41840, -1.88772], [-1.04003, -1.05623, 0.89230], [-1.28162, 0.00079, -0.45211], [-2.32200, 3.02419, -2.23600], [-0.43000, -1.91730, 0.61928], [3.42874, -2.55207, 2.69337], [2.00140, -3.04398, 4.79484], [0.90054, -2.40655, -3.53437], [-3.22345, -1.32748, 1.43153], [0.23096, -1.18557, -4.29203], [-1.50225, 3.77465, 2.96442], [0.63834, -1.72207, 0.71220], [3.21395, 1.57596, -0.86281], [0.44734, -4.33774, -1.10082], [-1.14530, 4.27796, 2.22897], [1.09932, -3.72083, -1.94315], [-0.68242, -2.97256, 2.52159], [0.51303, -3.39206, -3.27608], [0.98267, -0.04704, -6.41337], [-2.64449, 1.68144, 3.19152], [-1.00357, -3.06540, 1.48412], [-2.51539, 1.51060, -0.67529], [-2.29657, 2.82844, 1.00663], [2.42193, -0.77938, -5.73354]]
}

***

# 3
{
  "formula": "C26H35NO15",
  "method": "the ωB97M-V functional and the def2-TZVPD basis",
  "total_energy_ha": -2194.24368,
  "multiplicity": 1,
  "relative_energy_ev": 23.927,
  "symbols": ["H", "O", "C", "C", "H", "C", "O", "C", "H", "O", "H", "O", "C", "H", "O", "O", "O", "H", "H", "C", "H", "O", "C", "C", "C", "C", "C", "O", "H", "C", "H", "O", "O", "H", "H", "H", "C", "C", "C", "H", "H", "H", "O", "O", "C", "H", "C", "H", "H", "C", "H", "H", "O", "H", "C", "N", "C", "H", "H", "H", "H", "C", "C", "C", "H", "H", "H", "H", "H", "H", "H", "H", "O", "C", "C", "C", "H"],
  "coordinates": [[-0.56013, -2.70611, -3.06124], [4.45255, 3.14460, -0.31538], [-4.63081, 2.24195, -0.49270], [-2.42496, -1.53406, 1.02326], [1.83017, -3.85486, -1.09491], [-1.31109, 1.24842, 0.74549], [-0.93352, -1.25211, 1.22017], [-3.21219, -0.55947, 0.18499], [-7.37732, -0.95003, -1.28190], [-1.34175, 1.56346, 2.02433], [1.62789, 3.59146, -0.31821], [4.64284, 0.79067, 1.29685], [4.35940, -1.73020, 1.16678], [-3.93940, 3.44006, -2.19910], [-3.32236, 1.79633, -0.51901], [2.36618, 0.59094, 1.81131], [3.43916, 1.91075, -1.67762], [-2.89206, -1.63386, 2.02117], [-3.58419, 1.06980, 1.19256], [-0.51782, -0.28775, 0.34949], [-1.97292, -3.67604, -3.26492], [-5.31423, 1.87841, 0.45672], [3.55050, 2.42449, 2.71930], [3.49416, 1.09555, 2.00802], [1.30017, -1.97316, -1.04098], [-2.55171, -3.08419, 0.36907], [-0.11540, 2.54107, 3.66656], [-2.31868, -2.95387, -0.92569], [-1.08432, 2.41734, 4.21143], [-1.21349, -3.66855, -1.35600], [2.60164, 5.03823, -0.92006], [-0.50347, -4.53988, -0.69505], [-4.97420, -0.32597, -2.04878], [1.98932, 3.61045, -2.04778], [-5.57293, 3.61260, -1.67666], [2.14696, -2.82962, -2.43292], [3.83325, -2.87086, 0.53180], [-0.32374, 2.49509, 2.37872], [-2.74264, 0.92117, 0.46022], [-5.18218, 2.14960, -2.37496], [2.65819, 2.99564, 2.38428], [4.29189, 2.86666, 2.16645], [-0.44980, -0.14174, -0.90930], [0.27779, 3.09866, 1.54977], [-6.60433, -0.83905, -0.36493], [5.81801, -0.61737, 0.44340], [4.47809, 1.10345, -1.67524], [-0.86351, 1.88398, -0.07064], [3.66593, 2.11077, 3.78518], [2.28420, -2.91479, -1.26559], [2.98384, -0.37031, -0.80491], [-3.60814, -3.36700, 0.64169], [-4.57082, -0.76066, 0.10142], [0.27731, 3.55742, 3.95254], [3.47541, 2.98489, -0.92802], [0.43708, -1.20398, -1.50625], [-1.13077, -3.54790, -3.03741], [-0.55090, -4.52260, -3.02921], [4.77266, 0.62075, -2.39635], [-1.80851, -3.57292, 0.86727], [5.46119, 1.40972, -1.07636], [4.71474, -0.23247, 0.55863], [4.06709, -0.28733, -0.87005], [-5.36818, -0.67425, -0.80280], [0.72359, 1.77719, 4.20277], [4.41305, -1.83569, 2.49056], [-2.68809, -0.85561, -0.81523], [-6.87878, -1.60884, 0.27630], [1.19112, -2.09805, 0.68975], [4.34707, -3.44675, -1.35976], [3.39150, -3.70425, 1.05237], [0.62288, 0.08439, 0.96715], [4.34232, -1.47489, -1.57739], [-4.77360, 3.05944, -1.92047], [3.63822, -2.59909, -0.92593], [2.35431, 3.82014, -0.95688], [-7.10866, 0.16060, 0.06882]]
}

***

Number 1: gap between HOMO and LUMO 8.19 eV. Number 2: gap between HOMO and LUMO 7.28 eV. Number 3: gap between HOMO and LUMO 8.55 eV.